A cluster of 2 separate species, C3H12N4 in total at a distorted geometry, computed with ωB97M-V/def2-TZVPD.

Summary:
ΔE to the lowest compared entry with this formula, charge and spin: 281.3 kJ/mol
HOMO energy: -0.300 hartree
LUMO level: 0.886 eV
frontier orbital gap: 9.06 eV
calculated total energy: -340.42327 Ha

CARTESIAN COORDINATES (ANGSTROEM)
C1 0.317 0.134 -1.835
C2 -1.688 -0.423 -0.587
N1 -0.261 -0.245 -0.573
H1 -0.612 1.111 0.949
H2 1.380 0.352 -1.738
H3 -0.162 1.061 -2.175
H4 -2.013 -1.029 -1.439
H5 -2.165 0.566 -0.641
H6 -2.130 -0.839 0.320
H7 0.154 -0.628 -2.608
C3 0.562 -0.511 0.770
N2 1.934 -0.666 0.522
N3 0.151 1.703 1.359
N4 0.058 -1.240 1.695
H8 2.271 -1.485 1.012
H9 2.206 -0.787 -0.442
H10 1.080 2.071 1.185
H11 -0.179 1.879 2.302
H12 -0.905 -1.023 1.925

Atomic forces in eV per Å
-0.18 0.59 0.38
-0.18 0.83 0.31
1.83 -0.90 2.95
2.32 1.81 -0.51
-0.08 -0.06 -0.09
0.12 0.03 -0.23
0.07 0.03 0.07
-0.28 0.03 -0.44
0.52 -0.40 -0.01
0.12 -0.03 0.10
-1.50 -4.22 -4.05
0.06 0.49 -0.15
-2.39 0.37 1.84
0.27 1.57 0.65
-0.14 0.30 0.49
-0.32 0.30 -0.08
-0.82 -0.72 -0.88
0.68 0.24 -0.08
-0.11 -0.26 -0.27

Results of the Löwdin charge analysis, in e, for atoms 1 through 8: -0.11, -0.12, -0.23, 0.03, 0.07, 0.08, 0.09, 0.08